{"formula": "C2H4O2", "method": "the ωB97M-V functional and the def2-TZVPD basis", "spin_multiplicity": 1, "relative_energy_kcal_mol": 5.58, "homo_lumo_gap_ev": 11.44, "e_lumo_ev": 0.78, "charge": 0, "smiles": "CC(=O)O", "symbols": ["C", "C", "H", "H", "H", "H", "O", "O"], "coordinates": [[0.487, 0.035, -0.853], [-0.548, 0.004, 0.290], [1.032, -0.888, -0.664], [1.361, 0.763, -0.704], [0.072, 0.151, -1.818], [-0.707, 0.002, 2.125], [0.031, 0.037, 1.515], [-1.728, -0.105, 0.110]]}

{"formula": "C25H57BrFKLi2N7O12PS", "method": "the ωB97M-V functional and the def2-TZVPD basis", "spin_multiplicity": 1, "homo_lumo_gap_ev": 2.18, "e_lumo_ev": -3.14, "charge": 0, "symbols": ["C", "C", "O", "C", "N", "C", "C", "O", "C", "C", "C", "O", "O", "C", "O", "C", "P", "O", "O", "S", "C", "C", "C", "C", "N", "H", "H", "H", "H", "H", "H", "H", "H", "H", "H", "H", "H", "H", "H", "H", "H", "H", "H", "H", "H", "H", "H", "H", "H", "H", "H", "H", "C", "O", "C", "C", "N", "C", "C", "O", "C", "H", "H", "H", "H", "H", "H", "H", "H", "H", "H", "H", "H", "H", "H", "H", "C", "C", "N", "H", "H", "H", "N", "H", "H", "H", "H", "O", "C", "C", "O", "H", "H", "H", "H", "K", "Li", "C", "O", "N", "N", "H", "H", "H", "H", "Br", "Li", "F"], "coordinates": [[-0.131, -2.750, 0.380], [-0.340, -3.650, -0.897], [0.547, -3.311, -1.908], [-1.838, -3.575, -1.436], [-1.976, -3.119, -2.836], [-2.969, -2.017, -2.987], [-2.816, -1.368, -4.375], [-3.127, 0.086, -4.441], [-2.379, 0.835, -3.626], [-1.054, 0.293, -3.069], [-0.855, 0.175, -1.591], [-0.026, 0.855, -1.053], [-1.886, 2.010, -4.424], [-1.765, 3.043, -3.650], [-0.983, 3.930, -3.873], [-2.769, 3.013, -2.420], [-2.087, 3.339, -0.778], [-2.238, 2.153, 0.243], [-0.537, 3.708, -0.989], [-2.940, 4.930, -0.035], [-3.447, 1.666, -2.813], [-4.550, 1.003, -1.984], [-4.339, 0.460, -0.574], [-5.085, 1.359, 0.418], [-4.870, 0.942, 1.795], [0.664, -2.061, 0.148], [0.157, -3.322, 1.251], [-1.030, -2.156, 0.569], [-0.150, -4.660, -0.569], [0.541, -2.365, -2.019], [-2.183, -4.608, -1.435], [-2.495, -3.029, -0.764], [-2.351, -3.895, -3.356], [-2.709, -1.326, -2.199], [-3.965, -2.437, -2.801], [-1.738, -1.576, -4.876], [-3.494, -1.853, -5.056], [-0.256, 0.941, -3.399], [-0.763, -0.677, -3.477], [-1.353, -0.581, -0.974], [-3.466, 3.824, -2.600], [-1.648, 2.101, 1.022], [-0.183, 3.801, -0.095], [-4.034, 2.017, -3.658], [-4.933, 0.208, -2.611], [-5.366, 1.722, -1.943], [-4.855, -0.493, -0.497], [-3.334, 0.275, -0.238], [-4.688, 2.368, 0.264], [-6.131, 1.385, 0.143], [-5.442, 1.538, 2.382], [-3.920, 1.171, 2.057], [3.168, -3.744, 2.978], [3.620, -2.547, 3.605], [4.607, -1.856, 2.830], [4.049, -0.560, 2.266], [3.060, -0.805, 1.219], [2.289, 0.378, 0.826], [1.409, 1.055, 1.881], [0.292, 0.272, 2.307], [0.586, -0.677, 3.304], [2.571, -4.299, 3.715], [2.528, -3.511, 2.115], [3.998, -4.375, 2.663], [5.026, -2.490, 2.047], [5.417, -1.609, 3.518], [4.869, 0.029, 1.847], [3.617, 0.000, 3.110], [2.407, -1.511, 1.533], [1.641, 0.064, 0.013], [2.975, 1.125, 0.414], [0.980, 1.949, 1.417], [1.980, 1.414, 2.748], [1.374, -0.343, 3.994], [0.865, -1.611, 2.834], [-0.331, -0.875, 3.890], [5.752, -6.341, 0.243], [4.438, -6.790, 0.684], [3.402, -7.138, 1.032], [6.075, -6.933, -0.611], [5.705, -5.294, -0.046], [6.472, -6.454, 1.050], [-0.633, 2.914, 4.087], [-0.261, 3.857, 3.808], [-0.164, 2.183, 3.524], [-0.447, 2.743, 5.104], [-1.690, 2.870, 3.908], [-5.364, 7.349, -2.146], [-4.667, 7.959, -1.331], [-3.731, 9.241, -2.225], [-3.051, 9.816, -1.388], [-3.888, 7.393, -0.788], [-5.190, 8.516, -0.534], [-4.537, 9.797, -2.737], [-3.224, 8.657, -3.020], [1.055, -2.985, 3.481], [-3.187, 5.109, -4.463], [8.276, -2.651, 2.411], [7.732, -3.741, 2.439], [8.512, -1.913, 3.542], [8.700, -2.065, 1.249], [8.958, -1.017, 3.532], [8.219, -2.305, 4.417], [8.548, -2.569, 0.397], [9.147, -1.169, 1.215], [-0.866, -3.036, -5.721], [-2.004, 0.902, 3.491], [2.502, -2.700, -0.029]]}

{"formula": "C31H34InO17", "method": "the ωB97M-V functional and the def2-TZVPD basis", "spin_multiplicity": 1, "homo_lumo_gap_ev": 3.58, "e_lumo_ev": -0.73, "charge": -1, "symbols": ["C", "C", "O", "C", "C", "C", "C", "C", "In", "H", "H", "H", "H", "H", "H", "H", "H", "H", "H", "H", "H", "H", "H", "H", "H", "H", "H", "C", "C", "C", "O", "C", "C", "C", "O", "O", "O", "H", "H", "H", "H", "C", "C", "C", "O", "C", "C", "C", "O", "O", "O", "H", "H", "H", "H", "C", "C", "C", "O", "C", "C", "C", "O", "O", "O", "H", "H", "H", "H", "C", "C", "C", "O", "C", "C", "C", "O", "O", "O", "H", "H", "H", "H"], "coordinates": [[2.602, 1.339, 1.389], [2.256, 2.829, 1.078], [1.840, 3.614, 2.175], [0.957, 2.938, 3.053], [-0.337, 2.375, 2.410], [-1.571, 3.331, 2.461], [-2.859, 2.417, 2.357], [-3.845, 2.859, 1.210], [-4.900, 0.948, 0.531], [1.789, 0.708, 1.002], [2.832, 1.135, 2.438], [3.499, 1.075, 0.804], [1.487, 2.858, 0.285], [3.150, 3.280, 0.621], [0.639, 3.693, 3.788], [1.449, 2.156, 3.660], [-0.624, 1.491, 3.007], [-0.229, 2.021, 1.376], [-1.629, 3.809, 3.454], [-1.542, 4.075, 1.657], [-3.383, 2.388, 3.324], [-2.527, 1.402, 2.083], [-3.306, 3.292, 0.356], [-4.584, 3.532, 1.671], [-6.492, 0.836, 1.375], [-3.860, -0.438, 1.062], [-5.113, 0.971, -1.246], [1.346, 8.011, 6.786], [1.643, 8.592, 5.622], [1.274, 7.969, 4.316], [1.553, 8.552, 3.288], [0.592, 6.676, 4.340], [0.298, 6.094, 5.505], [0.644, 6.728, 6.811], [0.339, 6.166, 7.844], [-0.324, 4.907, 5.561], [2.288, 9.768, 5.560], [1.607, 8.454, 7.737], [0.345, 6.225, 3.388], [-0.421, 4.706, 6.507], [2.375, 9.962, 4.612], [-7.919, -3.612, -1.336], [-6.812, -2.871, -1.204], [-6.194, -2.177, -2.373], [-5.203, -1.509, -2.199], [-6.823, -2.347, -3.685], [-7.925, -3.087, -3.811], [-8.556, -3.761, -2.640], [-9.573, -4.413, -2.811], [-8.531, -3.269, -5.001], [-6.208, -2.715, -0.023], [-8.378, -4.118, -0.498], [-6.359, -1.853, -4.527], [-9.296, -3.837, -4.812], [-5.439, -2.129, -0.182], [0.905, -4.170, -1.100], [2.082, -3.912, -1.675], [2.596, -2.517, -1.817], [3.684, -2.335, -2.331], [1.757, -1.424, -1.330], [0.577, -1.681, -0.757], [0.075, -3.078, -0.590], [-0.993, -3.265, -0.047], [-0.210, -0.699, -0.305], [2.867, -4.891, -2.156], [0.525, -5.176, -0.989], [2.132, -0.418, -1.454], [-1.003, -1.135, 0.063], [3.665, -4.444, -2.527], [6.915, -7.344, -5.441], [5.833, -6.872, -4.818], [5.647, -5.413, -4.571], [4.634, -5.036, -4.016], [6.700, -4.499, -5.007], [7.784, -4.971, -5.627], [7.959, -6.429, -5.899], [8.956, -6.805, -6.483], [8.771, -4.164, -6.039], [4.856, -7.681, -4.382], [7.060, -8.399, -5.628], [6.560, -3.445, -4.806], [9.427, -4.750, -6.454], [4.194, -7.096, -3.972]]}

{"formula": "C2HF3S", "method": "the ωB97M-V functional and the def2-TZVPD basis", "spin_multiplicity": 1, "relative_energy_kcal_mol": 27.80, "homo_lumo_gap_ev": 8.27, "e_lumo_ev": -1.29, "charge": 0, "smiles": "FC(F)(F)C=S", "symbols": ["C", "C", "H", "F", "F", "F", "S"], "coordinates": [[0.798, -0.029, -0.065], [-0.569, 0.029, -0.493], [-0.627, 0.052, -1.736], [1.549, -0.766, -0.757], [0.957, -0.522, 1.163], [1.127, 1.366, 0.038], [-2.091, -0.047, 0.069]]}

{"formula": "C34H92ClN31O20P2", "method": "the ωB97M-V functional and the def2-TZVPD basis", "spin_multiplicity": 1, "homo_lumo_gap_ev": 8.03, "e_lumo_ev": -0.57, "charge": 0, "symbols": ["C", "O", "C", "C", "C", "C", "C", "C", "C", "C", "C", "C", "C", "C", "C", "C", "N", "C", "C", "N", "C", "O", "C", "C", "O", "P", "O", "Cl", "P", "N", "O", "O", "H", "H", "H", "H", "H", "H", "H", "H", "H", "H", "H", "H", "H", "H", "H", "H", "H", "H", "H", "H", "H", "H", "H", "H", "H", "H", "H", "H", "H", "H", "H", "H", "H", "H", "H", "H", "C", "O", "N", "N", "H", "H", "H", "H", "C", "O", "N", "N", "H", "H", "H", "H", "C", "O", "N", "N", "H", "H", "H", "H", "C", "O", "N", "N", "H", "H", "H", "H", "C", "O", "N", "N", "H", "H", "H", "H", "C", "O", "N", "N", "H", "H", "H", "H", "C", "O", "N", "N", "H", "H", "H", "H", "C", "O", "N", "N", "H", "H", "H", "H", "C", "O", "N", "N", "H", "H", "H", "H", "C", "O", "N", "N", "H", "H", "H", "H", "C", "O", "N", "N", "H", "H", "H", "H", "C", "O", "N", "N", "H", "H", "H", "H", "C", "O", "N", "N", "H", "H", "H", "H", "C", "O", "N", "N", "H", "H", "H", "H"], "coordinates": [[-2.357, -5.182, 5.016], [-1.833, -5.595, 3.762], [-1.817, -4.573, 2.800], [-1.342, -5.164, 1.495], [0.115, -5.644, 1.635], [0.537, -6.632, 0.512], [0.834, -5.895, -0.784], [2.003, -4.957, -0.601], [2.865, -4.708, -1.842], [3.503, -3.382, -1.567], [4.116, -2.652, -2.754], [4.943, -1.510, -2.189], [4.501, -0.291, -2.977], [4.440, 0.967, -2.158], [2.960, 1.064, -1.694], [2.651, -0.243, -1.144], [2.256, -1.247, -0.715], [2.004, 1.541, -2.848], [2.733, 1.796, -4.073], [3.486, 2.011, -4.932], [1.277, 2.885, -2.552], [0.584, 3.233, -3.763], [-0.754, 3.497, -3.587], [-1.151, 4.878, -4.013], [-1.525, 2.686, -3.168], [0.595, 0.309, -3.431], [-0.248, -0.180, -2.138], [1.733, -1.401, -3.975], [2.976, 2.165, -0.191], [1.638, 2.386, 0.529], [3.671, 3.548, -0.648], [3.985, 1.529, 0.879], [-1.602, -5.350, 5.775], [-2.683, -4.153, 4.982], [-3.197, -5.833, 5.235], [-1.145, -3.757, 3.074], [-2.816, -4.159, 2.660], [-1.950, -6.039, 1.302], [-1.401, -4.437, 0.685], [0.733, -4.754, 1.625], [0.276, -6.154, 2.574], [1.433, -7.148, 0.827], [-0.274, -7.326, 0.319], [1.046, -6.599, -1.582], [-0.029, -5.308, -1.055], [2.637, -5.347, 0.187], [1.635, -3.998, -0.262], [2.277, -4.708, -2.752], [3.608, -5.495, -1.903], [2.700, -2.787, -1.161], [4.279, -3.519, -0.817], [4.651, -3.322, -3.416], [3.299, -2.257, -3.336], [4.667, -1.420, -1.148], [5.995, -1.737, -2.281], [5.193, -0.135, -3.794], [3.540, -0.420, -3.447], [4.819, 1.864, -2.624], [5.080, 0.846, -1.288], [0.527, 2.788, -1.781], [1.984, 3.684, -2.394], [-2.170, 4.834, -4.357], [-1.001, 5.558, -3.189], [-0.520, 5.123, -4.859], [0.048, 0.168, -1.291], [0.880, 1.913, 0.058], [4.618, 3.379, -0.693], [4.904, 1.726, 0.674], [-1.157, 5.007, 0.689], [-1.684, 3.977, 0.297], [0.152, 5.069, 1.053], [-1.853, 6.189, 0.790], [0.610, 5.906, 1.372], [0.683, 4.215, 0.992], [-2.821, 6.178, 0.526], [-1.442, 7.046, 1.110], [3.485, 6.883, 1.893], [2.323, 6.856, 2.265], [4.491, 7.397, 2.666], [3.869, 6.400, 0.672], [5.450, 7.429, 2.381], [4.238, 7.756, 3.566], [3.150, 6.011, 0.091], [4.812, 6.409, 0.339], [-4.012, 9.161, 2.944], [-4.835, 8.923, 2.078], [-3.940, 10.353, 3.598], [-3.079, 8.223, 3.328], [-3.266, 10.562, 4.309], [-4.604, 11.059, 3.343], [-3.102, 7.339, 2.856], [-2.385, 8.380, 4.033], [-4.626, -4.394, 0.076], [-3.511, -4.150, -0.380], [-5.413, -3.427, 0.619], [-5.148, -5.657, 0.078], [-6.320, -3.602, 1.005], [-5.051, -2.487, 0.646], [-4.583, -6.387, -0.311], [-6.048, -5.884, 0.455], [-5.719, 0.420, 1.947], [-5.303, -0.727, 1.948], [-5.977, 1.102, 3.104], [-5.956, 1.112, 0.793], [-6.316, 2.044, 3.129], [-5.810, 0.620, 3.966], [-5.771, 0.641, -0.072], [-6.294, 2.055, 0.770], [-5.975, 5.496, 4.960], [-6.513, 6.458, 5.477], [-6.368, 4.208, 5.222], [-4.934, 5.616, 4.079], [-5.941, 3.402, 4.809], [-7.127, 4.083, 5.863], [-4.619, 6.544, 3.859], [-4.481, 4.832, 3.650], [3.037, -2.609, -7.658], [3.876, -2.066, -6.960], [1.752, -2.810, -7.247], [3.324, -3.066, -8.923], [1.049, -3.257, -7.804], [1.507, -2.492, -6.330], [4.260, -2.934, -9.254], [2.655, -3.516, -9.515], [3.230, -6.677, 3.964], [2.915, -6.587, 2.793], [2.745, -5.823, 4.918], [4.092, -7.640, 4.424], [2.987, -5.877, 5.888], [2.110, -5.111, 4.612], [4.463, -8.280, 3.749], [4.363, -7.731, 5.384], [-6.497, -6.743, 4.920], [-6.801, -6.598, 3.748], [-6.918, -5.882, 5.899], [-5.712, -7.774, 5.356], [-6.678, -5.981, 6.866], [-7.494, -5.114, 5.614], [-5.383, -8.420, 4.665], [-5.447, -7.911, 6.314], [-0.654, -4.979, -4.574], [-0.970, -4.144, -5.411], [-0.578, -6.344, -4.887], [-0.350, -4.624, -3.265], [-0.328, -7.084, -4.238], [-0.793, -6.595, -5.832], [-0.399, -3.651, -3.026], [-0.080, -5.284, -2.569], [-1.355, 13.110, 3.545], [-2.500, 13.299, 3.915], [-0.270, 13.501, 4.285], [-1.062, 12.490, 2.361], [0.679, 13.356, 4.000], [-0.453, 13.959, 5.157], [-1.836, 12.190, 1.798], [-0.130, 12.324, 2.035], [0.941, 6.075, -7.318], [0.808, 6.620, -6.235], [1.457, 4.814, -7.442], [0.584, 6.680, -8.493], [1.574, 4.344, -8.319], [1.727, 4.341, -6.598], [0.202, 7.604, -8.433], [0.684, 6.251, -9.392], [7.314, 1.521, -4.968], [6.804, 0.438, -5.168], [8.658, 1.681, -4.747], [6.571, 2.676, -4.955], [9.094, 2.567, -4.587], [9.223, 0.853, -4.756], [5.583, 2.585, -5.132], [6.960, 3.586, -4.803], [-2.240, -9.017, 6.661], [-2.587, -8.078, 7.360], [-2.033, -10.273, 7.170], [-2.040, -8.889, 5.318], [-1.748, -11.056, 6.614], [-2.176, -10.399, 8.153], [-2.194, -7.978, 4.919], [-1.761, -9.641, 4.718]]}

{"formula": "C3H6N4S", "method": "the ωB97M-V functional and the def2-TZVPD basis", "spin_multiplicity": 1, "relative_energy_kcal_mol": 23.52, "homo_lumo_gap_ev": 9.49, "e_lumo_ev": 0.56, "charge": 0, "smiles": "[H]/N=C1\\NSC/C(=N\\[H])N1", "symbols": ["C", "C", "C", "H", "H", "H", "H", "H", "H", "N", "N", "N", "N", "S"], "coordinates": [[0.768, -0.684, 0.664], [-0.645, -1.164, 0.931], [0.010, 1.050, -0.985], [1.721, -1.724, 1.853], [-0.530, -2.212, 1.234], [-1.003, -0.493, 1.808], [-2.053, 1.140, -0.911], [-0.398, 2.665, -1.821], [1.836, 0.665, -0.477], [1.895, -0.957, 1.243], [-1.281, 0.478, -1.126], [0.415, 2.180, -1.425], [0.918, 0.157, -0.452], [-1.655, -1.100, -0.536]]}

{"formula": "H4O2", "method": "the ωB97M-V functional and the def2-TZVPD basis", "spin_multiplicity": 1, "relative_energy_kcal_mol": 2.02, "homo_lumo_gap_ev": 11.35, "e_lumo_ev": 0.66, "charge": 0, "smiles": "O.O", "symbols": ["H", "H", "H", "H", "O", "O"], "coordinates": [[1.380, 0.635, 0.505], [1.739, -0.815, 0.044], [-0.643, -0.167, -0.088], [-1.997, 0.614, -0.401], [1.158, -0.068, -0.104], [-1.637, -0.199, 0.045]]}

{"formula": "C10H21N2O10P", "method": "the ωB97M-V functional and the def2-TZVPD basis", "spin_multiplicity": 1, "relative_energy_kcal_mol": 0.00, "homo_lumo_gap_ev": 9.71, "e_lumo_ev": 0.13, "charge": 0, "smiles": "O=C(O)[C@H](O)[C@H](O)COP(=O)(O)O.CNC(=O)[C@H](C)NC(C)=O", "symbols": ["O", "O", "O", "O", "O", "O", "O", "O", "O", "O", "C", "C", "C", "N", "N", "C", "C", "C", "C", "C", "C", "C", "P", "H", "H", "H", "H", "H", "H", "H", "H", "H", "H", "H", "H", "H", "H", "H", "H", "H", "H", "H", "H", "H"], "coordinates": [[-2.860, 2.579, 2.706], [4.475, -1.912, -1.877], [-1.742, -2.758, 2.987], [-0.674, 2.840, -4.327], [5.878, -0.222, -1.343], [2.668, 0.169, -0.514], [3.360, 0.380, -4.137], [-1.637, 1.124, -3.016], [-1.521, 0.773, -5.549], [0.684, 0.656, -4.238], [-2.929, 1.376, 2.524], [4.666, -0.723, -1.677], [-1.550, -1.546, 3.005], [-1.159, -0.903, 4.114], [-1.910, 0.730, 1.960], [-4.170, 0.618, 2.956], [-0.918, -1.549, 5.403], [1.323, 0.821, -2.960], [3.475, 0.258, -1.713], [2.620, 0.005, -2.966], [-0.674, -0.929, 0.701], [-1.797, -0.715, 1.725], [-0.769, 1.375, -4.297], [6.481, -0.980, -1.381], [3.233, 0.248, 0.278], [2.745, 0.416, -4.895], [-2.182, 1.923, -3.077], [-1.470, -0.174, -5.390], [-1.037, 0.097, 4.054], [-1.149, 1.314, 1.651], [-3.915, -0.113, 3.721], [-4.612, 0.120, 2.096], [-4.888, 1.327, 3.366], [-1.799, -2.123, 5.698], [-0.070, -2.231, 5.322], [-0.707, -0.799, 6.167], [0.681, 0.470, -2.144], [1.552, 1.878, -2.780], [3.880, 1.273, -1.777], [2.353, -1.057, -3.014], [-0.901, -0.389, -0.220], [-0.585, -1.992, 0.472], [0.276, -0.576, 1.103], [-2.725, -1.078, 1.282]]}